Below is a cluster of 2 separate species, C4H12NO2 in total at a distorted geometry, with properties calculated with ωB97M-V with the def2-TZVPD basis set.

The HOMO energy (alpha / beta) comes out at -9.2 / -9.2 eV. The value obtained for the LUMO energy (alpha / beta) is 0.88 / -1.93 eV. Its spin multiplicity is 2. The value obtained for the total energy is -9924.423 eV. The calculation puts the energy relative to the best compared isomer or geometry (same formula, charge and spin) at 27.6 kcal per mole. Its gap between HOMO and LUMO (alpha / beta) is 10.06 / 7.23 eV.

```
19
Properties=species:S:1:pos:R:3:forces:R:3:lowdin_spin:R:1
C 1.8765 0.4508 -0.0967 -1.6 -0.3 1.5 0.01
C 1.4150 -1.0268 0.1072 1.2 0.5 0.2 0.00
N 0.2576 -1.3159 0.9818 -0.4 1.3 -1.1 0.01
C -1.0980 -1.0595 0.4455 0.6 -0.3 1.2 0.10
C -1.7393 0.4630 0.6662 0.2 -1.6 -0.8 0.10
O -0.8941 1.2784 1.2692 0.6 0.4 0.3 0.72
H 2.5074 0.6142 -0.9617 0.0 -0.1 -0.1 0.00
H 0.9591 1.0432 -0.1136 0.2 0.4 -0.6 0.00
H 2.3415 0.8074 0.8239 0.4 0.0 -0.2 0.00
H 2.2594 -1.5023 0.6163 -0.1 -0.4 -0.4 0.00
H 1.3350 -1.4311 -0.8991 -0.5 -0.6 0.2 0.00
H 0.3255 -0.6623 1.7571 0.2 -0.4 0.4 0.00
H -1.1797 -1.3756 -0.5922 0.1 0.3 -0.1 0.01
H -1.7086 -1.7357 1.0432 -0.4 0.2 -0.2 0.00
H -2.5580 0.2471 1.3740 -0.2 0.1 -0.3 0.05
H -2.0693 0.7801 -0.3318 -0.4 0.3 0.2 0.00
H -0.3501 0.7049 -1.7701 0.5 0.1 0.3 0.00
H 0.7368 1.3132 -2.7503 -0.3 -0.2 0.5 0.00
O -0.1673 0.9836 -2.6655 -0.2 0.1 -0.9 0.00
```
Forces are in eV/Å.